# 1
{
  "formula": "C5H10O2",
  "method": "the ωB97M-V functional and the def2-TZVPD basis",
  "e_above_lowest_kj_mol": 228.1,
  "e_lumo_ev": 0.81,
  "orbital_gap_ev": 10.2,
  "e_homo_ev": -9.4,
  "smiles": "OCCC1COC1",
  "symbols": ["O", "C", "C", "C", "C", "O", "C", "H", "H", "H", "H", "H", "H", "H", "H", "H", "H"],
  "xyz": [[1.92, 0.36, 1.11], [1.87, -0.52, -0.01], [0.43, -0.94, -0.28], [-0.49, 0.27, -0.31], [-1.98, 0.06, -0.60], [-2.36, 0.77, 0.58], [-0.99, 0.85, 1.02], [2.55, 1.05, 0.89], [2.52, -1.39, 0.16], [2.25, 0.00, -0.90], [0.09, -1.65, 0.49], [0.41, -1.47, -1.24], [-0.05, 1.05, -0.96], [-2.30, -0.99, -0.58], [-2.38, 0.53, -1.51], [-0.70, 1.88, 1.26], [-0.80, 0.21, 1.89]]
}


# 2
{
  "formula": "C5H10O2",
  "method": "the ωB97M-V functional and the def2-TZVPD basis",
  "e_above_lowest_kj_mol": 270.3,
  "e_lumo_ev": 1.06,
  "orbital_gap_ev": 9.8,
  "e_homo_ev": -8.8,
  "smiles": "C[C@@H]1CO1.C=CO",
  "symbols": ["C", "C", "C", "O", "H", "H", "H", "H", "H", "H", "C", "C", "O", "H", "H", "H", "H"],
  "xyz": [[1.65, -1.34, -1.04], [1.71, 0.14, -0.76], [1.09, 0.71, 0.44], [0.47, 0.86, -0.85], [2.53, -1.84, -0.61], [0.75, -1.77, -0.60], [1.64, -1.53, -2.12], [2.54, 0.69, -1.20], [0.55, 0.05, 1.12], [1.46, 1.63, 0.87], [-2.19, 1.12, 1.09], [-2.28, -0.18, 0.78], [-1.65, -0.82, -0.23], [-1.59, 1.81, 0.50], [-2.74, 1.51, 1.94], [-2.90, -0.86, 1.35], [-1.05, -0.19, -0.68]]
}


# 3
{
  "formula": "C5H10O2",
  "method": "the ωB97M-V functional and the def2-TZVPD basis",
  "e_above_lowest_kj_mol": 413.6,
  "e_lumo_ev": 0.71,
  "orbital_gap_ev": 10.1,
  "e_homo_ev": -9.4,
  "symbols": ["C", "O", "C", "C", "C", "C", "O", "H", "H", "H", "H", "H", "H", "H", "H", "H", "H"],
  "xyz": [[-1.56, -1.06, -1.43], [-1.44, -0.25, -0.27], [-0.16, 0.26, 0.17], [1.37, -0.44, 1.12], [-0.58, 1.24, 1.25], [0.68, 0.72, -0.97], [1.88, 0.77, -0.84], [-1.48, -0.51, -2.38], [-2.56, -1.53, -1.42], [-0.81, -1.85, -1.40], [1.74, -1.36, 0.66], [0.94, -0.55, 2.09], [2.30, 0.19, 1.26], [-0.81, 0.65, 2.14], [0.28, 1.87, 1.48], [-1.46, 1.85, 1.02], [0.25, 0.97, -1.95]]
}


# 4
{
  "formula": "C5H10O2",
  "method": "the ωB97M-V functional and the def2-TZVPD basis",
  "e_above_lowest_kj_mol": 488.5,
  "e_lumo_ev": [-0.93, -0.89],
  "orbital_gap_ev": [7.3, 7.4],
  "e_homo_ev": [-8.2, -8.3],
  "symbols": ["C", "O", "C", "C", "C", "C", "O", "H", "H", "H", "H", "H", "H", "H", "H", "H", "H"],
  "xyz": [[2.61, 0.03, 0.15], [1.52, -0.86, 0.12], [0.49, -0.50, 0.98], [-1.03, 0.00, -0.84], [-2.46, -0.13, -1.05], [-0.59, 0.58, 0.40], [-1.41, 0.96, 1.30], [2.32, 1.04, -0.19], [3.37, -0.36, -0.53], [3.04, 0.11, 1.16], [0.84, -0.02, 1.90], [-0.07, -1.40, 1.24], [-0.28, -0.35, -1.55], [-2.92, 0.83, -0.77], [-2.76, -0.50, -2.04], [-2.82, -0.79, -0.24], [0.13, 1.36, -0.04]]
}